ORCA calculation (wB97M-V/def2-TZVPD) on 3 unconnected molecules or ions with the total composition C32H45BrClF3N4O6S2.

Properties
* orbital gap: 7.590 eV
* SMILES string: [H]/N=C(/C)C[C@]1(CCO)[C@@H]([C@H](Br)CC)[C@@H](c2cccnc2)OS(=O)(=O)[C@]1(CCCCS(=O)(=O)Cl)CCC(F)(F)F.c1cc[nH]c1.c1cc[nH]c1
* energy: -164542.338 eV
* HOMO: -8.27 eV

Last column: Löwdin charge in e.
Element x y z (Å)
1 H 0.793 -3.183 -0.111  0.0547
2 N 0.917 -3.186 -1.139  0.1473
3 C 0.119 -2.290 -1.585  -0.3837
4 C 0.091 -2.135 -3.161  -0.0363
5 C -0.846 -1.399 -0.728  -0.0667
6 C -0.194 -0.217 0.157  -0.2510
7 C 1.363 -0.176 -0.050  -0.1334
8 C 1.939 0.186 -1.462  -0.2029
9 O 2.918 -0.846 -1.794  -0.1080
10 C -0.503 -0.701 1.687  -0.2241
11 C 0.439 -0.075 2.777  -0.5321
12 Br 1.973 -1.364 3.066  0.7226
13 C -0.052 0.164 4.239  -0.2920
14 C -1.076 1.323 4.513  -0.0855
15 C -2.039 -0.767 2.007  -0.2633
16 C -2.405 -1.676 3.244  -0.1071
17 C -3.485 -1.269 4.159  -0.0031
18 C -3.777 -2.157 5.287  -0.0334
19 C -2.946 -3.346 5.421  -0.1474
20 N -1.946 -3.752 4.600  0.0585
21 C -1.726 -2.927 3.547  -0.1011
22 O -2.715 0.520 2.045  -0.1884
23 S -2.677 1.055 0.489  0.7671
24 O -3.520 0.292 -0.445  -0.2913
25 O -3.343 2.360 0.583  -0.2771
26 C -0.923 1.217 -0.143  -0.3014
27 C -0.378 2.432 0.682  -0.1423
28 C 1.032 3.042 0.420  -0.1613
29 C 1.703 3.516 1.804  -0.1803
30 C 3.271 3.530 1.661  -0.2537
31 S 4.168 2.501 2.877  0.3849
32 O 3.411 2.216 4.082  -0.3366
33 O 5.421 3.199 3.149  -0.3692
34 Cl 4.727 0.788 1.824  0.3501
35 C -0.941 1.590 -1.669  -0.1133
36 C -2.062 2.531 -2.223  -0.0502
37 C -1.820 4.072 -2.077  -0.5036
38 F -2.426 4.655 -3.197  0.0649
39 F -0.509 4.457 -2.149  0.1087
40 F -2.484 4.644 -1.020  0.1082
41 H -0.899 -1.755 -3.522  0.0579
42 H 0.967 -1.549 -3.529  0.0686
43 H 0.196 -3.183 -3.556  0.0879
44 H -1.641 -1.032 -1.422  0.0947
45 H -1.342 -2.187 -0.092  0.1281
46 H 1.910 0.508 0.659  0.0762
47 H 1.759 -1.192 0.227  0.0896
48 H 2.501 1.149 -1.540  0.1204
49 H 1.211 0.157 -2.311  0.0926
50 H 3.801 -0.441 -1.825  0.0775
51 H -0.200 -1.787 1.640  0.0847
52 H 0.962 0.872 2.476  0.0668
53 H 0.876 0.432 4.826  0.0927
54 H -0.425 -0.754 4.774  0.1033
55 H -0.701 2.047 5.289  0.0846
56 H -2.009 0.876 4.963  0.0685
57 H -1.410 1.930 3.642  0.0588
58 H -2.634 -1.323 1.218  0.1461
59 H -4.097 -0.354 4.017  0.1158
60 H -4.579 -1.976 6.031  0.1009
61 H -3.158 -3.999 6.307  0.1082
62 H -0.929 -3.247 2.826  0.1130
63 H -1.089 3.292 0.495  0.1209
64 H -0.489 2.259 1.791  0.0960
65 H 0.939 4.004 -0.160  0.1181
66 H 1.807 2.450 -0.106  0.0692
67 H 1.394 4.590 1.952  0.1261
68 H 1.312 2.961 2.689  0.0948
69 H 3.639 3.234 0.640  0.1012
70 H 3.642 4.583 1.802  0.1186
71 H 0.045 2.096 -1.885  0.1276
72 H -0.921 0.698 -2.356  0.1165
73 H -3.112 2.318 -1.916  0.1221
74 H -2.063 2.369 -3.340  0.1438
75 C 6.573 -0.456 -4.746  -0.1145
76 C 7.678 -0.887 -3.968  -0.1143
77 C 7.216 -1.832 -3.089  -0.1420
78 N 5.872 -1.985 -3.302  0.0019
79 C 5.473 -1.153 -4.314  -0.1532
80 H 6.582 0.282 -5.533  0.0894
81 H 8.698 -0.544 -4.046  0.0900
82 H 7.724 -2.406 -2.332  0.1053
83 H 5.270 -2.612 -2.794  0.1453
84 H 4.445 -1.129 -4.637  0.1047
85 C -4.783 -2.862 -4.421  -0.1150
86 C -5.817 -3.311 -3.562  -0.1147
87 C -5.783 -2.526 -2.437  -0.1376
88 N -4.765 -1.625 -2.582  0.0141
89 C -4.154 -1.818 -3.791  -0.1526
90 H -4.529 -3.258 -5.392  0.0890
91 H -6.509 -4.118 -3.747  0.0890
92 H -6.392 -2.533 -1.547  0.1062
93 H -4.506 -0.926 -1.906  0.0968
94 H -3.326 -1.199 -4.097  0.0936